1.
{
  "formula": "C3H7N3S",
  "method": "ωB97M-V/def2-TZVPD",
  "smiles": "N#CNSN.C=C",
  "homo_ev": -9.36,
  "de_lowest_kcal_mol": 79.9,
  "mol_weight_g_mol": 117.18,
  "orbital_gap_ha": 0.3669,
  "lumo_energy_ev": 0.6,
  "symbols": ["C", "C", "C", "N", "N", "N", "S", "H", "H", "H", "H", "H", "H", "H"],
  "coordinates": [[-1.48893, -1.44243, 0.96896], [0.49582, 1.39989, 0.71805], [1.68294, 0.87801, 0.59551], [-1.19908, -1.67477, 2.06482], [0.24852, -0.31806, -1.70331], [-1.81483, -1.27954, -0.28311], [-1.17931, 0.17063, -1.24468], [0.15448, 2.10472, -0.10878], [-0.28418, 1.25804, 1.50892], [2.17326, 0.25936, 1.25724], [2.32242, 1.30609, -0.17248], [0.99502, -0.11051, -1.02131], [0.64519, -1.03284, -2.21209], [-2.75130, -1.51858, -0.36775]],
  "forces_ev_per_angstrom": [[1.00, -0.25, 2.08], [-2.72, 1.95, -0.40], [1.01, 1.39, -0.96], [0.04, 0.19, -0.14], [2.25, 1.88, 1.91], [1.52, 1.54, -1.43], [-2.03, -1.87, 0.17], [0.56, -0.70, 1.46], [1.09, -0.24, -0.69], [0.61, -1.48, 1.51], [0.00, -0.27, -0.18], [-0.62, 0.26, -0.01], [-0.61, -2.09, -2.20], [-2.10, -0.29, -1.13]]
}

2.
{
  "formula": "C5H4S3",
  "method": "ωB97M-V/def2-TZVPD",
  "homo_ev": -0.07,
  "de_lowest_kcal_mol": 0.0,
  "mol_weight_g_mol": 160.29,
  "total_charge": -2,
  "orbital_gap_ha": 0.1964,
  "lumo_energy_ev": 5.3,
  "symbols": ["C", "C", "C", "C", "C", "S", "S", "S", "H", "H", "H", "H"],
  "coordinates": [[1.82069, -0.40750, -0.88671], [1.86119, -0.87664, 0.31997], [-2.19277, -0.96889, -0.18255], [-1.73861, 0.08614, 0.20414], [-0.94012, 1.25405, 0.54942], [2.25250, -1.45102, 1.75346], [-3.12220, -2.25794, -0.65646], [3.29757, 0.30789, -1.50133], [0.93732, -0.38479, -1.50916], [-0.47413, 1.67542, -0.34793], [-1.56372, 2.03209, 1.01163], [-0.13772, 0.99120, 1.24552]],
  "forces_ev_per_angstrom": [[-0.27, 0.20, -0.25], [0.59, -0.34, 0.58], [-0.67, 0.42, 0.17], [0.63, 0.09, 0.00], [-0.07, 0.11, 0.04], [-0.41, 0.09, -0.21], [-0.30, -0.90, -0.32], [0.52, 0.28, -0.33], [-0.24, -0.21, 0.22], [0.06, 0.10, 0.13], [0.15, 0.04, -0.01], [0.01, 0.12, -0.02]]
}

3.
{
  "formula": "C17H12BN8O5Pd",
  "method": "ωB97M-V/def2-TZVPD",
  "homo_ev": [-0.60, -0.55],
  "mol_weight_g_mol": 525.57,
  "total_charge": -2,
  "orbital_gap_ha": [0.1906, 0.1887],
  "lumo_energy_ev": [4.6, 4.6],
  "multiplicity": 2,
  "symbols": ["Pd", "C", "C", "N", "N", "C", "B", "N", "C", "C", "C", "N", "N", "C", "C", "C", "N", "N", "C", "C", "C", "N", "H", "H", "H", "H", "H", "H", "H", "H", "H", "H", "H", "H", "O", "C", "C", "O", "C", "C", "O", "C", "O", "O"],
  "coordinates": [[-0.07320, -0.90675, 1.04740], [-0.55946, -2.19567, -2.46417], [-1.36970, -2.51808, -1.37119], [-1.55971, -1.45725, -0.59728], [-0.88186, -0.44212, -1.16939], [-0.27437, -0.86130, -2.29704], [-0.83399, 0.95642, -0.57227], [0.59718, 1.25971, -0.10535], [1.67161, 1.45845, -0.89796], [2.78267, 1.53918, -0.09371], [2.28395, 1.37040, 1.20474], [0.97147, 1.20338, 1.18355], [-1.83851, 1.08811, 0.58313], [-2.94554, 1.85367, 0.65478], [-3.54049, 1.62288, 1.87397], [-2.71493, 0.67782, 2.48955], [-1.70624, 0.37872, 1.69863], [-1.19430, 2.02947, -1.63749], [-1.08222, 3.36040, -1.44526], [-1.50195, 3.99588, -2.59279], [-1.85145, 2.94386, -3.44728], [-1.66420, 1.77631, -2.85788], [-0.22089, -2.84263, -3.25039], [-1.82666, -3.46444, -1.14033], [0.32147, -0.20142, -2.89464], [1.58651, 1.49539, -1.96771], [3.80093, 1.67841, -0.39886], [2.83146, 1.36600, 2.12964], [-3.25114, 2.49156, -0.15029], [-4.43451, 2.07257, 2.25988], [-2.81337, 0.22509, 3.45615], [-0.71995, 3.76092, -0.51926], [-1.55255, 5.05144, -2.78658], [-2.22033, 2.99970, -4.45532], [4.34057, -5.02607, 2.68505], [3.47347, -4.19946, 2.37578], [2.39008, -3.69748, 3.26171], [2.23405, -4.00838, 4.45116], [1.57146, -2.78845, 2.45301], [2.14859, -2.68435, 1.13456], [1.68125, -1.94081, 0.22092], [3.33324, -3.54135, 1.05099], [4.09021, -3.69790, 0.08227], [0.52136, -2.18184, 2.81557]],
  "forces_ev_per_angstrom": [[0.54, -1.56, 1.69], [0.00, 0.05, -0.02], [0.09, 0.17, -0.30], [-1.04, -0.41, 0.04], [-0.22, 0.08, -1.41], [0.11, -0.23, -0.11], [-0.16, 0.09, -0.02], [0.49, 0.88, -0.43], [0.13, -0.01, -0.04], [0.02, 0.02, 0.00], [0.08, 0.14, -0.36], [0.11, 0.59, 0.71], [-0.59, 0.79, -0.25], [-0.24, 0.09, 0.03], [-0.10, 0.16, -0.14], [0.05, 0.02, 0.02], [0.20, -0.52, 0.22], [0.15, 0.42, 0.15], [0.03, 0.21, -0.10], [0.04, 0.12, 0.19], [0.02, 0.01, 0.12], [-0.32, -0.62, -0.59], [0.08, -0.07, -0.09], [-0.01, -0.03, 0.21], [0.05, 0.12, -0.08], [-0.07, 0.07, -0.13], [0.16, -0.02, -0.07], [-0.06, -0.08, 0.18], [0.02, 0.10, -0.17], [-0.15, 0.07, 0.03], [0.08, -0.18, 0.16], [0.12, 0.02, 0.21], [0.04, 0.12, 0.03], [-0.07, -0.10, -0.15], [-0.62, 0.62, -0.20], [0.80, -0.80, 0.24], [-0.15, -0.20, 0.87], [0.01, 0.22, -0.68], [-0.44, 0.10, 0.23], [0.08, 0.10, -0.10], [0.08, -0.23, 0.13], [0.42, 0.06, -0.73], [-0.44, 0.09, 0.47], [0.66, -0.47, 0.22]]
}

4.
{
  "formula": "C28H23CaCl2F2N5O2PS",
  "method": "ωB97M-V/def2-TZVPD",
  "homo_ev": [-0.14, -2.60],
  "mol_weight_g_mol": 673.55,
  "total_charge": -2,
  "orbital_gap_ha": [0.1679, 0.2583],
  "lumo_energy_ev": [4.4, 4.4],
  "multiplicity": 2,
  "symbols": ["Ca", "Cl", "C", "Cl", "H", "H", "O", "N", "C", "C", "C", "C", "C", "C", "C", "P", "C", "C", "C", "C", "C", "C", "C", "C", "C", "C", "C", "C", "H", "H", "H", "H", "H", "H", "H", "H", "H", "H", "H", "H", "H", "H", "H", "H", "O", "N", "C", "C", "C", "C", "C", "S", "H", "H", "H", "H", "N", "C", "N", "C", "N", "F", "C", "F", "H"],
  "coordinates": [[-0.38261, -1.06876, 0.37244], [-0.76056, -0.17097, -4.14123], [0.69802, 0.55514, -3.43125], [1.53122, -0.50130, -2.30224], [0.41528, 1.45211, -2.88719], [1.37750, 0.76765, -4.25044], [0.36707, 2.14696, -0.72216], [-0.76501, 2.58705, 0.03697], [-0.43894, 3.36430, 1.06356], [-1.42080, 3.42990, 2.07611], [-1.42067, 4.41680, 3.10124], [-2.45242, 4.52423, 3.99647], [-3.55717, 3.65485, 3.92959], [-3.55021, 2.64898, 2.96941], [-2.51168, 2.49064, 2.06293], [-2.46220, 1.09060, 0.87810], [-3.50656, 1.61416, -0.55181], [-2.93187, 1.64799, -1.81616], [-3.67369, 2.01139, -2.93089], [-5.00626, 2.37347, -2.78784], [-5.58667, 2.36070, -1.52508], [-4.84069, 1.97956, -0.41877], [-3.69247, -0.10584, 1.66688], [-3.55094, -0.47171, 3.00835], [-4.24040, -1.54901, 3.54204], [-5.08493, -2.31007, 2.74407], [-5.21613, -1.98520, 1.40259], [-4.52356, -0.90162, 0.87637], [0.97301, 1.72219, -0.07818], [0.51029, 3.89232, 1.10501], [-0.58765, 5.11102, 3.14569], [-2.41951, 5.29788, 4.75693], [-4.38355, 3.74556, 4.62243], [-4.37598, 1.94812, 2.94828], [-1.88673, 1.38981, -1.92446], [-3.20304, 2.00620, -3.90613], [-5.58933, 2.66127, -3.65418], [-6.62488, 2.64421, -1.39921], [-5.30607, 1.96776, 0.56106], [-2.86139, 0.06728, 3.64550], [-4.08878, -1.81075, 4.58177], [-5.61198, -3.16144, 3.15672], [-5.84197, -2.58180, 0.75005], [-4.62619, -0.68647, -0.18106], [1.38460, 0.13839, 0.95214], [2.11659, -0.25683, 1.99633], [1.84016, 0.34079, 3.17784], [2.52371, 0.01707, 4.30962], [3.51178, -0.97689, 4.20586], [3.75860, -1.57131, 3.00668], [3.05982, -1.22557, 1.81505], [3.31482, -1.95181, 0.30586], [1.03588, 1.05945, 3.11866], [2.26544, 0.49914, 5.23976], [4.06583, -1.29180, 5.08234], [4.49459, -2.35650, 2.90548], [-2.72554, -5.11302, -4.37324], [-1.88767, -4.74504, -3.66055], [-0.85339, -4.41339, -2.91750], [-0.96753, -3.53995, -1.97978], [-0.96394, -2.76651, -1.10642], [0.40058, -3.10946, 2.83304], [-0.69386, -2.24468, 2.55263], [-0.69800, -1.37947, 3.70850], [-1.56149, -2.88981, 2.77164]],
  "forces_ev_per_angstrom": [[0.12, 0.02, 0.03], [-0.03, -0.06, 0.02], [0.09, 0.20, -0.14], [0.02, -0.12, 0.10], [-0.04, -0.06, -0.01], [-0.04, 0.04, 0.04], [0.08, -0.01, 0.16], [0.22, 0.06, -0.35], [-0.49, -0.24, 0.27], [0.25, 0.04, -0.11], [0.01, 0.03, 0.06], [0.03, 0.03, -0.02], [0.04, -0.03, -0.04], [-0.07, 0.04, 0.05], [-0.02, -0.09, -0.18], [-0.48, -0.22, 0.30], [0.26, 0.13, 0.02], [0.00, -0.09, -0.06], [-0.03, 0.01, 0.02], [0.04, -0.02, 0.05], [0.01, 0.00, -0.03], [-0.07, 0.10, 0.09], [0.24, 0.01, -0.11], [0.05, 0.00, 0.08], [-0.02, -0.01, -0.03], [0.01, 0.03, -0.01], [0.03, 0.05, 0.01], [-0.06, 0.00, -0.10], [-0.11, -0.05, -0.11], [0.05, 0.03, 0.05], [0.01, 0.01, 0.01], [0.00, 0.00, 0.01], [-0.01, 0.01, 0.01], [-0.01, 0.03, 0.00], [0.01, 0.01, 0.00], [-0.01, 0.01, -0.02], [-0.02, 0.01, -0.01], [-0.02, 0.00, -0.01], [0.03, -0.01, -0.01], [0.00, 0.03, -0.04], [0.00, -0.01, 0.02], [-0.01, -0.02, 0.01], [-0.02, -0.02, 0.01], [0.00, -0.01, 0.01], [0.14, 0.31, 0.09], [-0.35, 0.36, -0.26], [0.09, -0.10, -0.04], [0.07, -0.04, -0.03], [-0.07, 0.11, 0.23], [0.11, -0.15, -0.36], [0.13, -0.20, 0.21], [-0.04, 0.03, 0.18], [0.00, 0.00, 0.02], [0.03, -0.03, 0.04], [-0.01, 0.02, 0.01], [0.01, 0.02, 0.02], [-0.17, -0.06, -0.12], [0.14, -0.01, 0.03], [-0.04, -0.07, -0.06], [0.02, 0.06, 0.05], [-0.11, -0.10, -0.22], [0.10, -0.03, -0.03], [-0.12, -0.02, 0.34], [0.05, 0.07, -0.06], [-0.03, -0.01, -0.08]]
}

5.
{
  "formula": "C31H32BIrN10O3",
  "method": "ωB97M-V/def2-TZVPD",
  "homo_ev": [-10.41, -10.89],
  "mol_weight_g_mol": 795.69,
  "total_charge": 1,
  "orbital_gap_ha": [0.2646, 0.2023],
  "lumo_energy_ev": [-3.2, -5.4],
  "multiplicity": 6,
  "symbols": ["Ir", "C", "C", "C", "C", "N", "N", "B", "N", "C", "C", "C", "C", "N", "N", "C", "C", "C", "C", "N", "N", "C", "C", "C", "C", "N", "H", "H", "H", "H", "H", "H", "H", "H", "H", "H", "H", "H", "H", "H", "H", "H", "H", "H", "H", "H", "C", "O", "C", "C", "C", "C", "C", "C", "N", "N", "C", "O", "C", "C", "C", "C", "C", "C", "C", "O", "H", "H", "H", "H", "H", "H", "H", "H", "H", "H", "H", "H"],
  "coordinates": [[0.00791, -0.71053, 0.30930], [0.65834, -0.15910, 3.55957], [0.43441, 1.09126, 2.78651], [0.75419, 2.42031, 3.05899], [0.29220, 3.07819, 1.94250], [-0.31545, 2.25161, 1.08518], [-0.21684, 1.02563, 1.61181], [-0.64483, 2.36536, -0.45977], [0.72206, 2.02202, -1.13617], [1.65741, 2.87565, -1.57670], [2.91280, 2.35204, -1.38099], [2.65663, 1.02581, -0.90506], [3.68181, 0.02689, -0.50093], [1.35151, 0.86437, -0.73880], [-1.77593, 1.38975, -0.97548], [-2.93371, 1.70610, -1.59737], [-3.54473, 0.54535, -2.03135], [-2.76422, -0.49956, -1.55690], [-2.97659, -1.96566, -1.53313], [-1.71345, 0.05158, -0.93570], [-1.02775, 3.81574, -0.71031], [-1.10167, 4.52954, -1.86194], [-1.64573, 5.72758, -1.50422], [-1.98861, 5.66400, -0.13838], [-2.36224, 6.76477, 0.76125], [-1.57742, 4.51206, 0.30627], [1.52454, -0.15023, 4.21961], [-0.12476, -0.31624, 4.29502], [0.80986, -1.10119, 2.93507], [1.36721, 2.79171, 3.87999], [0.40974, 4.12709, 1.69245], [1.43854, 3.91038, -1.99059], [3.86697, 2.70449, -1.61763], [4.14211, -0.40433, -1.40998], [4.50234, 0.45729, 0.03189], [3.26753, -0.76390, 0.14490], [-3.22784, 2.75961, -1.72869], [-4.39319, 0.47503, -2.69210], [-3.75790, -2.34488, -2.20199], [-2.00054, -2.35536, -1.74483], [-3.17111, -2.32846, -0.49655], [-0.77053, 3.99766, -2.77226], [-1.81983, 6.60893, -2.10292], [-3.22723, 6.45541, 1.43405], [-1.45817, 6.96414, 1.33685], [-2.56707, 7.67805, 0.20239], [1.14248, 0.17773, -4.11188], [2.02407, -0.93084, -4.51546], [2.51775, -1.71924, -3.57662], [3.82509, -2.20060, -3.75254], [4.39339, -3.03382, -2.87300], [3.71765, -3.28865, -1.60191], [2.53392, -2.71235, -1.23033], [1.94776, -3.10207, 0.08416], [0.84517, -2.66406, 0.54298], [0.33947, -3.32235, 1.59809], [-0.86136, -2.89020, 1.92299], [-1.41255, -1.90379, 1.26632], [-1.55276, -3.56071, 2.96247], [-2.81786, -3.11478, 3.39163], [-3.50858, -3.91242, 4.23595], [-2.95701, -5.16970, 4.57555], [-1.71575, -5.58304, 4.15938], [-1.01056, -4.77668, 3.34147], [1.81680, -1.98634, -2.24685], [0.69112, -1.53157, -2.02800], [0.69582, 0.49407, -5.06917], [1.76841, 0.96971, -3.68830], [0.33079, -0.11891, -3.41766], [4.25873, -1.85471, -4.70124], [5.38853, -3.47922, -2.88820], [4.28048, -3.84405, -0.88016], [2.49107, -3.75273, 0.68518], [-3.17281, -2.14313, 3.07685], [-4.49582, -3.62592, 4.65574], [-3.55034, -5.80002, 5.25822], [-1.29593, -6.53080, 4.48305], [-0.00798, -5.02475, 3.04837]],
  "forces_ev_per_angstrom": [[-0.37, 0.88, -1.67], [0.58, -1.28, 0.19], [-0.07, -0.41, 0.03], [0.40, -0.71, -0.12], [0.21, 1.92, -0.50], [0.05, -0.35, -0.03], [0.11, -1.46, 0.32], [-0.16, 0.73, 0.17], [0.17, -0.63, -0.28], [0.49, 2.43, -0.40], [-1.50, -2.23, -0.04], [0.21, 1.46, 0.53], [-0.29, -0.86, -0.60], [-0.34, 0.20, 0.22], [-0.55, 0.46, 0.24], [0.09, 1.14, -0.51], [-0.33, 0.51, -0.26], [0.05, 0.74, 0.72], [0.03, -0.28, 0.89], [1.28, -1.18, 0.52], [-0.47, -0.66, 0.25], [0.43, -0.91, -0.17], [-0.77, 1.37, -1.22], [1.38, -0.38, -1.43], [-0.94, -0.13, 0.93], [-0.11, -1.17, 1.51], [0.39, 0.50, -0.31], [-0.58, -0.23, -0.28], [-0.49, 1.23, 0.63], [-0.50, 0.00, -0.34], [-0.26, -0.26, 0.10], [0.00, -1.66, 0.83], [1.01, 0.77, -0.38], [-0.28, -0.12, 0.43], [0.38, 0.66, 0.41], [0.11, 0.33, -0.41], [0.24, -0.78, 0.05], [-0.18, 0.01, 0.31], [0.40, 0.29, 0.07], [0.40, -0.86, -0.55], [-0.16, 0.47, -0.68], [-0.30, 1.02, 0.39], [0.04, -0.22, -0.30], [1.16, 0.68, -0.76], [-0.28, 0.14, 0.46], [-0.35, -0.14, 0.08], [-0.85, 0.02, -0.77], [-0.37, 0.04, 0.96], [-0.31, 0.09, 1.93], [-0.65, 0.79, -2.33], [0.03, -1.04, 2.93], [0.58, 0.67, -0.74], [0.19, -1.31, 0.15], [0.61, 1.67, -2.51], [-0.65, 0.41, -0.07], [0.10, -0.28, 0.77], [0.92, 1.44, -1.66], [-0.24, -0.45, 0.82], [-1.07, -0.40, 0.12], [1.25, 0.54, -0.63], [-0.99, -1.41, 1.18], [-1.63, 0.21, 1.13], [-0.50, -1.15, 0.92], [0.67, 0.78, -0.05], [0.53, 0.51, -0.94], [-1.02, 0.08, 0.29], [0.33, 0.03, 0.50], [-0.09, -0.17, -0.06], [0.83, 0.12, -0.60], [0.22, -0.44, 0.50], [-0.24, 0.36, -0.72], [0.09, -0.48, 0.30], [0.85, -1.59, 0.82], [-0.05, -0.04, -0.10], [0.84, -0.21, -0.42], [0.40, 0.25, -0.44], [-0.20, 0.08, 0.01], [0.06, -0.13, -0.31]]
}